(1)
6 unconnected molecules or ions with the total composition C19H25O16 in a non-equilibrium geometry, computed with ωB97M-V/def2-TZVPD.

Results
E_HOMO, Eh: -0.0533
LUMO, eV: 2.20
Total charge: -1
Total energy, Ha: -1942.6770

XYZ file:
```
60
Properties=species:S:1:pos:R:3:nbo_charge:R:1
C 0.892 -3.908 0.686 -0.456
C 0.950 -2.844 -0.106 0.051
C 0.796 -1.494 -1.020 -0.533
C 2.230 -0.695 -0.891 -0.428
O 2.949 -1.118 0.326 -0.798
H 0.491 -4.636 1.492 0.245
H -0.103 -0.872 -0.639 0.204
H 0.644 -1.767 -2.145 0.221
H 2.836 -1.083 -1.807 0.084
H 2.762 -0.399 0.991 0.439
C -1.049 -4.976 5.596 -0.100
C -0.139 -4.161 4.730 -0.105
O -0.765 -4.223 3.458 -0.472
C -2.083 -4.488 3.673 0.964
O -2.932 -4.443 2.825 -0.575
O -2.315 -4.812 4.978 -0.494
H -1.072 -4.621 6.628 0.198
H -0.789 -6.040 5.593 0.175
H -0.085 -3.115 5.048 0.202
H 0.872 -4.570 4.686 0.207
C -3.972 1.187 -1.949 -0.100
C -3.624 0.343 -0.762 -0.100
O -2.205 0.357 -0.759 -0.467
C -1.815 1.480 -1.424 0.955
O -0.683 1.888 -1.463 -0.559
O -2.876 2.083 -2.040 -0.511
H -4.908 1.732 -1.814 0.195
H -4.030 0.604 -2.874 0.189
H -3.984 0.775 0.177 0.177
H -4.002 -0.677 -0.852 0.213
C -1.723 5.143 -1.902 -0.108
C -1.547 4.859 -0.446 -0.105
O -1.527 6.154 0.137 -0.490
C -2.184 6.987 -0.719 0.964
O -2.496 8.119 -0.459 -0.591
O -2.441 6.370 -1.907 -0.491
H -2.287 4.362 -2.413 0.224
H -0.770 5.289 -2.418 0.188
H -2.384 4.294 -0.025 0.174
H -0.618 4.324 -0.237 0.227
C 0.754 1.418 3.178 -0.109
C 2.200 1.786 3.289 -0.105
O 2.552 1.326 4.586 -0.489
C 1.669 0.340 4.912 0.970
O 1.779 -0.380 5.869 -0.598
O 0.648 0.274 4.013 -0.479
H 0.462 1.179 2.153 0.232
H 0.091 2.199 3.563 0.170
H 2.821 1.270 2.551 0.200
H 2.364 2.862 3.201 0.197
C 3.528 -0.594 -6.096 -0.103
C 3.792 -2.018 -5.714 -0.098
O 2.658 -2.357 -4.933 -0.472
C 1.652 -1.517 -5.303 0.967
O 0.509 -1.638 -4.959 -0.568
O 2.111 -0.523 -6.114 -0.491
H 3.942 -0.341 -7.075 0.188
H 3.908 0.116 -5.355 0.195
H 3.835 -2.683 -6.583 0.171
H 4.710 -2.131 -5.135 0.206
```

=====

(2)
A molecular structure, C28H75N8NaO12 in a non-equilibrium geometry, computed with ωB97M-V/def2-TZVPD.

Results
E_HOMO, Eh: -0.2898
LUMO, eV: 0.23
Total charge: 0
Total energy, Ha: -2614.8838

XYZ file:
```
124
Properties=species:S:1:pos:R:3:lowdin_charge:R:1
Na -1.882 1.995 3.582 0.477
C -0.013 -0.863 2.041 -0.262
O -0.243 0.391 2.642 -0.435
H 0.651 -1.384 2.754 0.041
H -0.959 -1.411 1.947 0.063
H 0.593 -0.861 1.121 0.043
C -4.952 0.343 2.714 -0.073
O -3.822 1.156 2.419 -0.210
C -3.422 1.100 1.023 -0.181
C -2.758 2.364 0.539 -0.182
N -1.466 2.520 1.164 -0.079
C -0.805 3.767 0.883 -0.194
C -1.435 4.921 1.640 -0.218
O -1.812 4.513 2.937 -0.193
C -2.080 5.606 3.768 -0.111
H -4.872 0.064 3.763 0.092
H -5.043 -0.486 2.012 0.089
H -5.868 0.935 2.619 0.090
H -4.251 0.827 0.368 0.118
H -2.652 0.334 0.886 0.106
H -3.419 3.211 0.751 0.127
H -2.554 2.337 -0.542 0.127
H -0.884 1.709 1.359 0.077
H -0.818 4.102 -0.167 0.123
H 0.270 3.768 1.075 0.109
H -2.324 5.224 1.073 0.121
H -0.731 5.759 1.651 0.128
H -2.461 5.292 4.743 0.091
H -2.972 6.177 3.461 0.092
H -1.259 6.321 3.837 0.094
C 6.427 -6.055 1.969 -0.122
O 5.256 -5.332 2.278 -0.196
C 4.669 -4.812 1.094 -0.225
C 3.672 -3.740 1.517 -0.189
N 2.293 -4.189 1.776 -0.051
C 2.191 -5.116 2.905 -0.214
C 0.816 -5.118 3.540 -0.203
O 0.491 -3.793 3.992 -0.204
C -0.856 -3.687 4.391 -0.130
H 7.158 -5.475 1.398 0.087
H 6.235 -7.038 1.533 0.088
H 6.937 -6.227 2.921 0.087
H 4.335 -5.572 0.380 0.128
H 5.438 -4.289 0.508 0.114
H 3.551 -2.936 0.790 0.106
H 4.078 -3.251 2.410 0.119
H 1.659 -3.414 1.921 0.078
H 3.021 -4.881 3.584 0.113
H 2.424 -6.159 2.664 0.118
H 0.803 -5.701 4.466 0.121
H 0.092 -5.558 2.849 0.126
H -0.861 -2.784 5.006 0.061
H -1.215 -4.461 5.077 0.088
H -1.627 -3.501 3.639 0.087
C -3.291 -0.684 -8.090 -0.109
O -3.856 0.166 -7.112 -0.209
C -5.249 0.053 -6.904 -0.205
C -5.535 0.409 -5.416 -0.182
N -5.808 -0.862 -4.708 -0.090
C -5.619 -0.802 -3.253 -0.196
C -4.149 -0.838 -2.859 -0.209
O -4.174 -1.063 -1.454 -0.205
C -3.085 -1.772 -0.914 -0.117
H -2.218 -0.557 -7.996 0.088
H -3.649 -0.316 -9.063 0.086
H -3.671 -1.711 -8.070 0.083
H -5.582 -0.955 -7.150 0.115
H -5.728 0.874 -7.448 0.118
H -6.479 0.958 -5.349 0.106
H -4.776 1.057 -4.974 0.112
H -5.474 -1.706 -5.142 0.096
H -6.091 -1.733 -2.933 0.120
H -6.132 0.096 -2.914 0.122
H -3.673 0.126 -3.072 0.118
H -3.603 -1.571 -3.459 0.128
H -2.926 -2.762 -1.353 0.094
H -3.044 -1.922 0.164 0.077
H -2.180 -1.194 -1.141 0.071
C 5.011 1.526 -6.010 -0.135
O 4.393 2.265 -5.001 -0.193
C 2.975 2.334 -5.080 -0.208
C 2.436 3.753 -4.680 -0.175
N 2.173 3.805 -3.225 -0.049
C 3.438 3.707 -2.460 -0.221
C 3.342 3.766 -0.973 -0.232
O 2.597 2.788 -0.311 -0.208
C 2.879 1.414 -0.443 -0.099
H 6.023 1.847 -6.258 0.086
H 4.535 1.591 -7.000 0.081
H 5.014 0.445 -5.835 0.087
H 2.409 1.495 -4.655 0.122
H 2.738 2.100 -6.130 0.102
H 1.502 3.942 -5.213 0.106
H 3.076 4.529 -5.097 0.117
H 1.710 2.931 -2.995 0.090
H 4.008 4.592 -2.762 0.128
H 4.039 2.847 -2.762 0.106
H 3.061 4.777 -0.656 0.127
H 4.343 3.791 -0.509 0.132
H 2.398 0.823 0.336 0.069
H 3.951 1.298 -0.239 0.102
H 2.681 0.868 -1.371 0.078
C 3.232 1.541 3.248 -0.674
O 4.407 1.899 3.175 -0.003
N 2.182 2.128 2.600 0.161
N 2.855 0.393 3.878 0.158
H 1.259 1.731 2.685 0.051
H 2.409 2.735 1.829 0.072
H 1.868 0.178 3.812 0.046
H 3.482 -0.336 4.153 0.096
C -0.938 0.149 6.361 -0.661
O -1.773 0.969 5.977 0.003
N -0.781 -0.186 7.682 0.160
N -0.096 -0.428 5.495 0.173
H -1.365 0.310 8.329 0.102
H -0.076 -0.825 7.989 0.094
H 0.631 -1.039 5.822 0.105
H -0.288 -0.337 4.493 0.065
C 1.157 -2.282 -1.245 -0.156
O 0.293 -1.599 -2.154 -0.138
H 0.523 -2.682 -0.450 0.068
H 1.619 -3.124 -1.753 0.082
H 1.925 -1.596 -0.883 0.059
H -0.009 -0.768 -1.780 0.054
```